[1]
Here is a 3-piece molecular cluster, C17H39F2NO8S overall from the Open Molecules 2025 dataset. Energies are from wB97M-V/def2-TZVPD.

Structure (ORCA input):
```
! wB97M-V def2-TZVPD RIJCOSX def2/J DEFGRID3
* xyz 0 1
C -2.672 4.164 -3.753
C -1.846 2.930 -4.126
N -0.395 3.232 -4.266
C 0.283 2.320 -5.200
C 0.341 2.899 -6.602
C 1.369 2.113 -7.406
F 2.031 2.949 -8.294
S 0.373 3.204 -2.790
O 1.266 4.272 -2.763
O 0.884 1.936 -2.470
F -0.712 3.517 -1.745
H -2.103 5.074 -3.872
H -3.612 4.207 -4.286
H -2.908 4.096 -2.699
H -1.987 2.160 -3.373
H -2.243 2.521 -5.046
H 1.304 2.174 -4.876
H -0.161 1.328 -5.204
H 0.733 3.906 -6.553
H -0.617 2.859 -7.104
H 2.093 1.630 -6.756
H 0.905 1.321 -7.989
C 2.825 -0.910 -2.708
O 3.153 -1.025 -1.343
C 2.523 -0.029 -0.549
C 2.314 -0.521 0.866
O 1.229 -1.430 1.012
C 1.413 -2.744 0.501
C 2.366 -3.603 1.304
O 3.713 -3.249 1.043
C 4.569 -3.539 2.124
H 3.222 0.021 -3.131
H 3.275 -1.754 -3.229
H 1.740 -0.946 -2.856
H 1.561 0.254 -0.979
H 3.178 0.852 -0.531
H 2.039 0.345 1.473
H 3.233 -0.930 1.287
H 1.696 -2.721 -0.553
H 0.425 -3.208 0.559
H 2.228 -4.655 1.017
H 2.141 -3.491 2.370
H 4.230 -3.038 3.039
H 5.559 -3.164 1.872
H 4.631 -4.620 2.299
C -0.151 -3.006 4.131
O -0.806 -1.830 4.534
C -0.503 -0.719 3.697
C -1.643 0.274 3.697
O -2.755 -0.116 2.903
C -3.585 -1.155 3.397
C -4.464 -0.751 4.560
O -3.719 -0.691 5.765
C -4.266 0.212 6.698
H 0.935 -2.910 4.250
H -0.504 -3.817 4.766
H -0.386 -3.251 3.088
H -0.305 -1.046 2.672
H 0.400 -0.236 4.096
H -1.273 1.191 3.233
H -1.949 0.528 4.714
H -3.003 -2.048 3.633
H -4.245 -1.409 2.564
H -5.258 -1.500 4.688
H -4.921 0.222 4.343
H -4.348 1.218 6.269
H -3.591 0.255 7.551
H -5.252 -0.123 7.040
*
```

Its SMILES is CCN(CCCF)S(=O)(=O)F.COCCOCCOC.COCCOCCOC. As for the highest occupied orbital energy: -9.014 eV.

Atom charges from the Löwdin analysis, given in e for atoms 1 to 4: number 1, C, carries -0.07; number 2, C, carries -0.24; number 3, N, carries -0.21; number 4, C, carries -0.23


[2]
Here is a 3-piece molecular cluster, C17H39FN3O6 overall from the Open Molecules 2025 dataset. Energies are from wB97M-V/def2-TZVPD.

Structure (ORCA input):
```
! wB97M-V def2-TZVPD RIJCOSX def2/J DEFGRID3
* xyz 1 1
N 1.393 -2.245 1.780
C 0.822 -2.792 0.735
N -0.446 -3.188 0.646
C -0.580 -4.102 -0.522
C 0.896 -4.357 -0.862
C 1.469 -5.536 -0.080
C 1.271 -6.843 -0.820
F 1.813 -7.864 -0.064
N 1.554 -3.082 -0.420
H 0.906 -2.087 2.650
H 2.344 -1.918 1.699
H -0.971 -3.378 1.491
H -1.110 -3.583 -1.320
H -1.146 -4.990 -0.245
H 1.068 -4.483 -1.931
H 0.982 -5.616 0.899
H 2.535 -5.376 0.083
H 1.776 -6.834 -1.790
H 0.215 -7.078 -0.984
H 1.376 -2.362 -1.122
C -4.205 -2.392 -1.330
O -3.881 -1.053 -1.056
C -2.514 -0.835 -0.814
C -2.046 0.547 -1.207
O -1.915 0.759 -2.596
C -3.110 1.017 -3.331
C -3.640 2.424 -3.167
O -4.234 2.588 -1.895
C -4.205 3.921 -1.433
H -4.068 -3.036 -0.450
H -5.254 -2.425 -1.617
H -3.599 -2.788 -2.156
H -1.906 -1.566 -1.369
H -2.299 -0.951 0.261
H -1.026 0.623 -0.813
H -2.658 1.314 -0.728
H -3.889 0.291 -3.089
H -2.827 0.892 -4.377
H -4.380 2.602 -3.959
H -2.821 3.142 -3.305
H -3.185 4.322 -1.439
H -4.584 3.917 -0.413
H -4.838 4.577 -2.040
C 1.637 2.343 -1.214
O 1.699 3.037 0.008
C 0.781 2.556 0.966
C 1.323 2.671 2.373
O 2.340 1.719 2.665
C 3.657 2.027 2.220
C 4.378 3.053 3.066
O 3.877 4.348 2.817
C 4.022 5.228 3.911
H 0.701 2.525 -1.755
H 2.474 2.672 -1.827
H 1.733 1.261 -1.043
H 0.552 1.499 0.770
H -0.160 3.121 0.903
H 0.501 2.429 3.051
H 1.652 3.691 2.577
H 3.662 2.337 1.173
H 4.212 1.090 2.313
H 5.448 3.006 2.816
H 4.270 2.794 4.127
H 3.575 4.809 4.819
H 3.508 6.152 3.651
H 5.074 5.455 4.114
*
```

As for the highest occupied orbital energy: -11.357 eV.

Atom charges from the Löwdin analysis, given in e for atoms 1 to 4: number 1, N, carries 0.28; number 2, C, carries -0.38; number 3, N, carries 0.14; number 4, C, carries -0.07


Number 1 is which compound? C17H39F2NO8S


The lowest highest occupied orbital energy belongs to which entry? C17H39FN3O6